Record 1
The following is a quantum chemistry calculation of a 2-piece molecular cluster, C3H6O overall at a distorted geometry, from the OMol25 dataset.

## Properties
* gap between HOMO and LUMO: 10.90 eV

Structure (XYZ):
```
10
Properties=species:S:1:pos:R:3:forces:R:3
C -1.9916 -0.0779 0.6067 -0.400 -1.582 -1.392
C -2.0340 0.9869 1.1296 -1.098 1.288 0.991
H -2.0953 -0.9562 -0.0307 0.488 0.647 0.735
H -2.4054 1.8717 1.6236 0.716 -0.307 -0.164
C 1.5331 -0.6392 -0.5067 -0.296 -0.825 -0.512
O 0.5490 0.3780 -0.5332 1.577 2.536 -0.517
H 1.0333 -1.6416 -0.4995 0.237 0.924 -0.540
H 2.2154 -0.4913 -1.3340 0.027 -0.563 -0.563
H 2.1817 -0.7004 0.3447 0.150 0.613 1.083
H 1.0137 1.2701 -0.8005 -1.400 -2.730 0.878
```
Positions in Å, forces in eV/Å.

These are the natural (NBO) partial charges, in e, on atoms 1 to 5: -0.214, -0.256, 0.236, 0.234, -0.247

=====

Record 2
The following is a quantum chemistry calculation of a 2-piece molecular cluster, CH2NO4 overall at a distorted geometry, from the OMol25 dataset.

## Properties
* gap between HOMO and LUMO: 6.04 eV
* total charge: -1

Structure (XYZ):
```
8
Properties=species:S:1:pos:R:3:forces:R:3
C -1.3260 -1.2113 0.9274 1.078 -0.238 1.005
N 1.4323 0.6280 -0.5651 0.723 -1.643 0.847
O 0.7604 -0.4330 0.1462 0.730 1.742 -1.244
O -0.8241 -2.0992 1.5221 -0.972 1.084 -1.134
O -1.9827 -0.3436 0.5004 -0.151 -0.661 0.037
O 0.5275 1.8067 -0.7158 0.953 -0.541 -0.737
H 1.6207 0.2518 -1.5292 -1.033 0.635 0.694
H -0.2080 1.4005 -0.2860 -1.327 -0.378 0.531
```
Positions in Å, forces in eV/Å.

These are the natural (NBO) partial charges, in e, on atoms 1 to 5: 1.079, -0.126, -0.856, -0.558, -0.570

=====

Record 3
The following is a quantum chemistry calculation of CF3MgNO4S3Yb as an isolated structure at a distorted geometry, from the OMol25 dataset.

## Properties
* gap between HOMO and LUMO: 4.75 eV

Structure (XYZ):
```
14
Properties=species:S:1:pos:R:3:forces:R:3
Mg -1.7197 0.0828 1.8153 1.661 0.385 -0.885
N -1.1384 1.4309 0.5420 -0.966 -1.138 0.629
S -0.0748 1.2757 -0.4817 5.147 1.668 -0.338
O 0.7333 -0.0148 -0.6857 -1.250 0.570 0.263
C -0.8918 1.0554 -2.1482 0.926 0.936 0.960
F -1.7455 2.0391 -2.3806 -0.480 -0.008 -0.364
F -1.5316 -0.1196 -2.1124 -0.556 -0.176 -0.286
F 0.0106 1.0127 -3.1183 -0.117 0.000 -0.235
Yb 0.7046 -1.8933 0.2375 -2.553 -0.403 -3.658
S 0.3276 -1.7960 3.3528 1.929 0.414 -1.013
O -0.4692 -1.4240 1.9102 -2.388 0.681 2.015
S 2.4368 -1.4400 2.3878 -1.895 -1.021 0.397
O 2.3010 -2.4911 1.1565 4.094 -0.738 3.014
O 1.0571 2.2819 -0.4750 -3.552 -1.170 -0.497
```
Positions in Å, forces in eV/Å.

These are the natural (NBO) partial charges, in e, on atoms 1 to 5: 1.799, -1.573, 2.134, -1.125, 0.729

=====

The calculation returns the following LUMO values, one per record and in order: 0.945; 3.847; -2.413 eV.